1.
# CHNO3S

A single CHNO3S molecule (wB97M-V/def2-TZVPD, OMol25).

CARTESIAN COORDINATES (ANGSTROEM)
1 C 0.0881 -0.8405 0.5459
2 N 1.2658 0.9190 -0.3330
3 O 0.3939 1.6629 -0.6702
4 O -0.7427 -0.5516 -0.5136
5 O 0.0804 -0.2901 1.5898
6 S -1.5026 0.9125 -0.8254
7 H 0.4171 -1.8123 0.2064

Atomic forces in eV per Å
-1.960 -0.109 -0.364
-3.663 2.700 -1.900
4.265 -1.580 1.369
-0.998 1.018 -1.527
0.484 0.224 0.996
0.762 -1.749 0.905
1.111 -0.504 0.520

Kohn-Sham gap (spin up / spin down) ... 8.0 / 8.0 eV
Energy relative to the best compared isomer or geometry (same formula, charge and spin) ... 4.835 eV
Charge ... 0
Lowest unoccupied orbital energy (spin up / spin down) ... -1.323 / -1.310 eV
Total energy ... -717.18944 hartree
HOMO level (spin up / spin down) ... -0.343 / -0.343 hartree

2.
# CHNO3S

2 unconnected molecules or ions with the total composition CHNO3S (wB97M-V/def2-TZVPD, OMol25).

CARTESIAN COORDINATES (ANGSTROEM)
1 O -0.0407 1.6588 -1.7598
2 C -0.0591 0.4789 -1.6306
3 S -0.0607 -1.0461 -1.9411
4 O -0.5436 0.1539 0.2457
5 N 0.1901 0.4548 1.1381
6 O 0.4462 -0.4304 2.1082
7 H 0.0679 -1.2699 1.8395

Atomic forces in eV per Å
0.088 -2.863 0.730
0.287 4.082 -2.930
0.315 -1.222 -0.675
-0.353 -1.212 4.018
0.463 2.122 -0.575
-0.180 0.067 -0.444
-0.620 -0.974 -0.124

Kohn-Sham gap ... 9.4 eV
Energy relative to the best compared isomer or geometry (same formula, charge and spin) ... 3.150 eV
Charge ... 0
Lowest unoccupied orbital energy ... -0.639 eV
Total energy ... -717.25138 hartree
HOMO level ... -0.368 hartree

3.
# CHNO5S

A single CHNO5S molecule (wB97M-V/def2-TZVPD, OMol25).

CARTESIAN COORDINATES (ANGSTROEM)
1 C -2.7479 -0.7576 -0.3063
2 N -3.5982 0.3997 -0.2436
3 O -3.1881 -1.8657 -0.3061
4 O -1.5013 -0.4143 -0.5805
5 O -4.0749 0.8502 0.7614
6 O 0.6203 0.6316 0.0789
7 O -1.2332 2.2419 -0.0499
8 S -0.6484 1.1691 -0.7796
9 H 0.9266 -0.2505 -0.1570

Atomic forces in eV per Å
-0.318 -0.300 0.896
-1.293 1.681 -0.374
0.223 0.212 -0.035
1.040 0.257 0.048
0.857 -1.125 -0.394
-0.721 0.938 0.201
0.103 -0.407 0.445
0.259 -0.954 -0.496
-0.152 -0.302 -0.291

Kohn-Sham gap ... 8.8 eV
Energy relative to the best compared isomer or geometry (same formula, charge and spin) ... 1.035 eV
Charge ... 0
Lowest unoccupied orbital energy ... -0.873 eV
Total energy ... -867.72652 hartree
HOMO level ... -0.357 hartree